Model i:
Here is a cluster of 2 separate species, C7H13N3O2 in total from OMol25. Energies are from ωB97M-V with the def2-TZVPD basis set.

Structure (ORCA input):
```
! wB97M-V def2-TZVPD RIJCOSX def2/J DEFGRID3
* xyz 0 1
C 1.82 -1.29 -1.37
C 1.25 1.09 -1.32
C 0.99 1.15 -2.80
C -1.92 -0.39 -0.24
C -0.20 -0.31 3.14
C 1.96 -0.09 -0.85
C -1.21 -0.91 1.01
N 1.82 -2.35 -1.93
N -1.11 1.41 1.76
N -0.89 0.04 1.92
O 0.90 1.97 -0.55
O -0.93 -2.09 1.16
H 0.23 1.90 -3.02
H 1.92 1.43 -3.30
H 0.69 0.18 -3.18
H -2.02 -1.21 -0.94
H -2.91 -0.03 0.02
H -1.35 0.41 -0.70
H 0.72 0.26 3.22
H -0.83 -0.09 4.01
H 0.02 -1.38 3.11
H 2.43 -0.02 0.12
H -2.07 1.60 1.46
H -0.47 1.80 1.07
H 1.16 -3.09 -1.79
*
```

The frontier orbital gap comes out at 9.731 eV. The HOMO energy is -9.0 eV.


Model ii:
Here is the molecule C7H13N3O2 from OMol25. Energies are from ωB97M-V with the def2-TZVPD basis set.

Structure (ORCA input):
```
! wB97M-V def2-TZVPD RIJCOSX def2/J DEFGRID3
* xyz 0 1
C 0.12 0.22 -1.28
C 0.03 1.71 -1.54
C -1.02 -1.12 0.15
C 0.94 -2.18 2.32
C 1.23 -2.96 1.03
C -1.45 3.18 -0.19
C 1.32 0.95 -1.57
N -0.13 -0.24 -0.02
N -0.13 2.73 -0.66
N -1.16 -1.64 1.43
O -0.24 -1.59 2.43
O 1.62 -1.97 3.26
H -0.31 -0.38 -2.11
H -0.35 1.88 -2.49
H -1.52 -1.79 -0.57
H 1.86 -3.82 1.12
H 1.71 -2.26 0.42
H 0.16 -3.26 0.56
H -1.77 2.93 0.87
H -2.13 2.87 -0.92
H -1.36 4.28 -0.34
H 1.80 0.83 -2.57
H 2.06 1.17 -0.77
H -1.89 -2.38 1.37
H 0.60 2.84 0.07
*
```

The frontier orbital gap comes out at 8.281 eV. The HOMO energy is -7.6 eV.


Model iii:
Here is a cluster of 2 separate species, C7H13N3O2 in total from OMol25. Energies are from ωB97M-V with the def2-TZVPD basis set.

Structure (ORCA input):
```
! wB97M-V def2-TZVPD RIJCOSX def2/J DEFGRID3
* xyz 0 1
C -1.68 2.33 -0.30
C -1.94 -1.04 0.03
C 1.59 1.54 0.58
C 0.44 0.78 1.31
C 1.26 0.89 -0.82
C -0.11 0.61 -0.16
C 2.13 -0.40 -0.87
N -2.76 -1.81 -0.78
N -2.47 -0.51 1.14
N -0.83 -0.58 -0.51
O -1.14 3.28 0.15
O -2.55 1.70 -0.68
H 1.41 2.58 0.76
H 2.66 1.45 1.00
H 0.90 -0.14 1.71
H -0.28 1.28 1.95
H 1.28 1.39 -1.78
H 2.07 -0.91 0.07
H 3.13 -0.13 -1.16
H 1.64 -0.96 -1.59
H -2.34 -2.12 -1.63
H -3.35 -2.43 -0.37
H -3.17 0.22 0.92
H -1.80 0.02 1.70
H -0.60 -1.07 -1.39
*
```

The frontier orbital gap comes out at 6.931 eV. The HOMO energy is -6.5 eV.


Of them, the most stable is model i and the least stable is model ii.


Model i:
Here is the molecule C3H4S from OMol25. Energies are from ωB97M-V with the def2-TZVPD basis set.

Structure (ORCA input):
```
! wB97M-V def2-TZVPD RIJCOSX def2/J DEFGRID3
* xyz 0 1
C 1.66 0.28 0.96
C 0.74 0.03 0.22
C -0.43 -0.39 -0.61
S -2.03 -0.15 0.19
H 2.57 0.48 1.49
H -0.41 -1.43 -0.73
H -0.48 0.05 -1.69
H -1.62 1.12 0.16
*
```

The frontier orbital gap comes out at 10.183 eV. The HOMO energy is -9.3 eV.


Model ii:
Here is the molecule C3H4S from OMol25. Energies are from ωB97M-V with the def2-TZVPD basis set.

Structure (ORCA input):
```
! wB97M-V def2-TZVPD RIJCOSX def2/J DEFGRID3
* xyz 0 1
C -1.60 -0.47 -1.28
C -0.92 -0.28 -0.29
C 0.15 0.20 0.71
S 1.39 1.47 0.17
H -2.21 -0.72 -2.11
H 0.58 -0.79 1.17
H -0.40 0.58 1.53
H 2.41 0.64 -0.21
*
```

The frontier orbital gap comes out at 10.404 eV. The HOMO energy is -9.5 eV.


Of them, the most stable is model i and the least stable is model ii.


Model i:
Here is a cluster of 2 separate species, C5H13N3O2 in total from OMol25. Energies are from ωB97M-V with the def2-TZVPD basis set.

Structure (ORCA input):
```
! wB97M-V def2-TZVPD RIJCOSX def2/J DEFGRID3
* xyz 0 1
C -0.61 0.69 1.78
C 0.55 0.25 2.60
O 1.68 0.63 2.55
O 0.19 -0.78 3.45
H -0.97 -0.17 1.21
H -0.21 1.51 1.18
H -1.54 1.11 2.16
C -1.25 -1.12 -1.72
C -2.59 -1.17 -2.36
C 0.71 0.34 -1.45
N -0.63 0.20 -1.86
N 1.12 -0.34 -0.47
N 1.33 1.40 -2.09
H -1.34 -1.27 -0.63
H -0.55 -1.94 -1.91
H -3.18 -2.06 -2.12
H -2.62 -1.16 -3.44
H -0.83 0.65 -2.74
H 0.93 -1.39 3.61
H 1.85 0.04 0.12
H 0.87 1.83 -2.87
H 2.24 1.64 -1.77
H -3.19 -0.30 -2.04
*
```

The frontier orbital gap comes out at 9.634 eV. The HOMO energy is -8.8 eV.


Model ii:
Here is a cluster of 2 separate species, C5H13N3O2 in total from OMol25. Energies are from ωB97M-V with the def2-TZVPD basis set.

Structure (ORCA input):
```
! wB97M-V def2-TZVPD RIJCOSX def2/J DEFGRID3
* xyz 0 1
C -0.13 1.31 2.80
C -0.55 2.41 1.95
O -1.53 2.32 0.98
O -0.32 3.58 2.11
H 0.76 0.82 2.41
H -0.91 0.41 2.52
H -0.04 1.81 3.80
C 0.58 -1.30 0.05
C 1.57 -2.43 0.10
C -0.48 -0.43 -2.01
N 0.56 -0.25 -0.97
N -1.47 -1.21 -1.89
N -0.30 0.41 -3.18
H -0.47 -1.69 0.13
H 0.73 -0.67 1.04
H 1.33 -3.08 -0.74
H 1.32 -3.12 1.05
H 1.42 0.20 -1.13
H -1.63 3.21 0.58
H -2.21 -1.51 -2.46
H 0.47 0.42 -3.81
H -1.20 0.81 -3.46
H 2.50 -2.03 0.15
*
```

The frontier orbital gap comes out at 9.680 eV. The HOMO energy is -8.9 eV.


Of them, the most stable is model i and the least stable is model ii.


Model i:
Here is the molecule C9H11N from OMol25. Energies are from ωB97M-V with the def2-TZVPD basis set.

Structure (ORCA input):
```
! wB97M-V def2-TZVPD RIJCOSX def2/J DEFGRID3
* xyz 0 1
C -3.24 0.38 -0.17
C -2.63 -0.86 -0.51
C -2.19 1.04 0.51
C -1.34 -0.86 0.01
C -0.31 -1.68 -0.15
C 1.03 -1.24 0.13
C 1.49 -0.03 0.09
C 1.07 1.21 -0.64
C 2.86 0.23 0.70
N -1.14 0.34 0.65
H -4.27 0.58 -0.41
H -2.94 -1.71 -1.12
H -2.27 1.96 0.94
H -0.37 -2.62 -0.58
H 1.67 -1.98 0.49
H 1.36 2.04 -0.04
H 0.06 1.03 -0.87
H 1.77 1.41 -1.53
H 3.29 -0.78 1.00
H 2.66 0.81 1.61
H 3.43 0.77 -0.10
*
```

The frontier orbital gap comes out at 8.076 eV. The HOMO energy is -8.6 eV.


Model ii:
Here is the molecule C9H11N from OMol25. Energies are from ωB97M-V with the def2-TZVPD basis set.

Structure (ORCA input):
```
! wB97M-V def2-TZVPD RIJCOSX def2/J DEFGRID3
* xyz 0 1
C 1.48 1.46 0.02
C -0.20 -0.50 -0.03
C 0.24 0.94 0.16
C 3.10 -0.40 -0.05
C 1.39 -1.13 0.13
C 1.50 -2.42 0.31
C -1.27 -1.26 -0.28
C -0.91 1.95 0.24
C -2.59 -0.63 -0.29
N 2.74 0.87 -0.24
H 1.73 2.56 0.16
H 0.55 -2.95 0.51
H 2.53 -2.77 0.46
H -1.05 -2.25 -0.35
H -1.62 1.78 -0.71
H -1.55 1.78 1.24
H -0.42 2.89 0.26
H -3.20 -1.16 -0.90
H -2.66 0.28 -0.78
H -3.15 -0.65 0.60
H 3.35 1.64 -0.47
*
```

The frontier orbital gap comes out at 8.491 eV. The HOMO energy is -8.3 eV.


Of them, the most stable is model i and the least stable is model ii.


Model i:
Here is a cluster of 2 separate species, C4H4F3I in total from OMol25. Energies are from ωB97M-V with the def2-TZVPD basis set.

Structure (ORCA input):
```
! wB97M-V def2-TZVPD RIJCOSX def2/J DEFGRID3
* xyz 0 1
C -0.03 -0.31 -0.72
C 1.00 0.09 -0.08
C -0.12 -0.57 -2.25
C -0.22 0.62 2.50
F 2.22 0.58 -0.22
F -1.45 1.05 2.23
F -0.36 -0.58 3.07
I 0.68 2.05 3.74
H -0.95 -0.63 -0.35
H -1.09 -0.09 -2.53
H -0.37 -1.64 -2.32
H 0.70 -0.55 -3.06
*
```

The frontier orbital gap (alpha / beta) comes out at 8.975 / 7.898 eV. The HOMO energy (alpha / beta) is -9.1 / -8.9 eV.


Model ii:
Here is the molecule C4H4F3I from OMol25. Energies are from ωB97M-V with the def2-TZVPD basis set.

Structure (ORCA input):
```
! wB97M-V def2-TZVPD RIJCOSX def2/J DEFGRID3
* xyz 0 1
C -0.19 -0.90 -0.56
C -0.15 -0.70 0.94
C 0.01 0.56 -0.91
C 0.07 0.83 0.66
F -1.03 1.08 -1.54
F 1.07 0.85 -1.65
F -0.93 1.69 1.03
I 2.05 1.55 1.33
H 0.63 -1.68 -0.89
H -1.06 -1.28 -1.22
H -1.05 -0.84 1.39
H 0.58 -1.17 1.42
*
```

The frontier orbital gap comes out at 9.978 eV. The HOMO energy is -9.9 eV.


Of them, the most stable is model ii and the least stable is model i.